[1]
Computed, not measured: 2 unconnected molecules or ions with the total composition C6H13NO, with ωB97M-V/def2-TZVPD.

Structure (XYZ):
```
21
Properties=species:S:1:pos:R:3:forces:R:3:mulliken_charge:R:1
H -0.2285 1.4285 -0.3254 1.1 0.5 0.0 0.166
H -0.9181 0.1626 -2.4773 0.4 -0.2 -0.7 0.203
H 1.5999 0.4087 2.4462 0.4 0.1 -0.2 0.310
C 0.9201 -1.2037 1.0393 0.6 0.4 1.5 -0.626
H 0.3132 -2.1249 1.2297 0.7 0.6 -0.3 0.386
H -2.4653 0.5008 -0.6260 -0.5 0.2 -0.3 0.318
H -0.0839 0.3350 2.2272 -1.6 0.5 0.2 0.355
H 2.7759 0.6715 -1.0510 -0.2 -0.4 0.1 0.296
C -0.6744 -1.0074 -0.7649 -1.4 -0.5 -0.2 -0.478
C 0.7697 -0.2683 2.3006 1.4 -1.8 -0.6 -1.147
C 0.7088 0.8596 -0.4826 1.9 -0.1 -0.9 -0.183
H -1.5908 -1.4744 -2.3753 -0.3 0.8 -1.0 0.263
H 0.7835 -0.9832 3.1245 -0.4 0.5 0.4 0.345
C 0.4552 -0.5699 -0.2176 -1.4 0.4 0.0 0.515
C 1.9276 1.3113 -0.8426 -0.8 1.2 1.0 -0.805
H 2.0123 -1.4557 1.0197 -0.9 -0.2 -0.3 0.283
H -2.6382 2.0010 -0.7627 -0.2 0.1 0.0 0.327
N -1.3119 -0.5964 -1.9616 0.0 -0.5 1.9 -0.349
O -3.1372 1.2032 -0.5602 0.4 0.0 0.3 -0.704
H 2.2095 2.3730 -0.7540 -0.5 -0.4 -0.6 0.259
H -1.4273 -1.5713 -0.1859 1.1 -0.9 -0.4 0.267
```
Forces are in eV/Å.

As for the SMILES: C=C/C(=C\N)CC.O. The value obtained for the lowest unoccupied orbital energy is 0.81 eV. Its electronic energy is -366.31727 Eh. As for the relative energy (zero: lowest compared OMol25 entry of this formula, charge and spin): 73.19 kcal/mol. For the largest force on an atom, the calculation gives 2.4 eV/Å. The gap between HOMO and LUMO comes out at 8.996 eV. The charge is 0.

[2]
Computed, not measured: C9H10N2 in the gas phase, with ωB97M-V/def2-TZVPD.

Structure (XYZ):
```
21
Properties=species:S:1:pos:R:3:forces:R:3:mulliken_charge:R:1
C -2.2901 -0.9161 0.0844 -0.4 0.8 1.8 -0.283
C 0.8076 -1.9447 -1.0036 0.8 -2.2 0.2 0.750
C 0.0975 1.0600 0.7155 0.7 0.0 0.3 -1.096
H -0.6111 1.5547 0.0309 -0.1 -0.2 0.5 0.347
C -1.6380 -0.5728 1.4386 -2.7 1.8 0.0 -0.664
H 1.6551 2.4027 0.3171 0.1 -1.0 -0.4 0.378
H 2.5417 1.5650 -1.8721 -0.4 0.0 0.2 0.316
H -2.0665 0.4667 1.8973 0.9 -2.5 -1.0 0.264
C -0.2319 -0.4091 0.9875 4.0 -1.1 -0.5 0.564
H 2.3599 0.8288 0.6317 -0.7 -0.1 -0.1 0.364
H 0.2348 -0.0542 -2.8113 0.1 0.0 -0.7 0.544
N -1.4894 -1.2492 -0.8323 -0.3 -1.3 -1.7 -0.535
H -2.0646 -1.4098 2.0296 1.2 0.4 0.5 0.286
C 0.8024 0.4388 -2.0688 -1.1 -0.9 0.6 -0.647
C 1.4976 1.2982 0.1056 0.6 2.0 0.8 -0.591
C -0.1825 -1.2213 -0.4073 -1.6 3.7 2.1 -0.417
H -3.3756 -0.9983 0.0651 0.2 0.1 -0.7 0.438
H 0.0958 1.4807 1.7537 -0.2 0.3 -1.0 0.422
C 1.6523 1.1190 -1.3929 0.6 0.3 0.4 -0.228
N 1.5152 -2.8017 -1.3351 0.3 0.6 -0.3 -0.635
H 0.6896 -0.6375 1.6661 -2.0 -0.6 -0.8 0.424
```
Forces are in eV/Å.

The value obtained for the lowest unoccupied orbital energy (alpha / beta) is 0.17 / -0.76 eV. Its electronic energy is -458.24352 Eh. As for the relative energy (zero: lowest compared OMol25 entry of this formula, charge and spin): 142.38 kcal/mol. For the largest force on an atom, the calculation gives 4.6 eV/Å. The gap between HOMO and LUMO (alpha / beta) comes out at 8.154 / 7.311 eV. The charge is 0.

[3]
Computed, not measured: a molecular structure, C29H55BBrCl2F5MgN3NaO4S2, with ωB97M-V/def2-TZVPD.

Structure (XYZ):
```
104
Properties=species:S:1:pos:R:3:forces:R:3:mulliken_charge:R:1
H 3.4104 0.1022 2.1707 0.3 0.0 -0.3 0.429
H 1.1736 -3.3215 5.6239 -0.1 0.0 0.2 0.379
H 0.2218 -0.8302 -3.5054 0.1 -0.1 -0.1 0.396
C 1.4254 -0.5660 2.0117 0.6 -0.1 0.4 -0.198
H 0.3803 4.0318 -5.8075 -0.1 0.2 0.0 0.581
H -3.0773 4.4375 1.4701 0.0 0.2 0.0 0.451
O -7.4502 -0.5728 3.2455 -0.1 0.0 -0.1 -0.318
F 0.1811 6.1163 -3.9328 0.1 -0.1 0.4 -0.681
C -2.8488 1.9672 2.6932 -0.3 -0.1 0.1 0.766
H -9.6130 0.4185 1.0781 0.0 0.2 0.1 0.284
H 2.4196 2.2928 0.9143 0.1 -0.3 0.1 0.479
C 3.2571 -1.5547 3.4928 0.1 -0.7 -0.8 -1.109
C 1.4272 -2.4429 -0.2558 -0.6 -0.9 0.9 -1.162
C 1.6276 3.7607 -1.9866 -0.2 -0.1 -0.1 0.547
C 2.7965 -0.3305 -4.8934 0.1 -0.3 -0.1 -0.834
H 2.6589 -0.7998 -3.9206 -0.1 0.2 0.2 -0.079
C 2.3577 -2.7431 3.8828 0.0 0.3 1.0 -0.100
C 0.7509 -0.3901 -1.6298 0.6 1.6 0.3 0.693
C -2.3076 0.8283 3.5646 -0.1 0.5 0.1 -1.266
H -3.1381 0.2204 3.9117 0.0 -0.1 0.1 0.523
H 2.1469 -2.7115 -1.0232 0.1 0.3 -0.2 0.657
O -6.2621 1.3220 3.4939 0.1 0.1 0.2 -0.504
C 1.8272 2.1003 0.0105 0.5 1.1 1.0 1.904
H -9.5050 -0.7265 3.2096 0.0 0.1 0.0 0.270
H 3.3374 -1.3879 1.3038 -0.1 -0.2 -0.1 0.497
H -0.9623 -1.1302 -2.4361 0.0 0.1 0.2 0.444
H 0.2947 3.3111 1.9021 0.4 -0.1 0.0 0.601
C -1.7409 3.0166 2.4096 0.0 0.1 -0.8 0.180
Mg 0.8251 -6.9557 -2.9070 0.6 -0.6 0.5 0.906
N 0.0425 -1.2036 -2.5814 -0.1 -0.2 -0.2 -0.091
H -3.2775 1.5660 0.5567 0.0 0.2 -0.2 0.584
B 3.5231 -9.5033 -0.3611 0.4 -0.3 0.0 0.543
Na 0.3053 1.9651 4.5687 0.1 0.0 1.5 0.951
H 0.2650 3.4474 -4.1849 0.0 0.2 0.2 0.138
H -1.3409 4.8140 1.2565 -0.1 0.2 0.2 0.530
C 1.8316 2.5588 -5.3781 -0.7 0.3 0.3 -0.607
C -7.1159 0.7046 2.9480 0.1 0.0 0.0 0.688
H -3.5700 2.5027 3.3131 0.0 0.1 0.1 0.818
H -1.5908 3.5877 3.3420 0.0 0.0 0.1 0.692
H 2.9587 -3.6238 4.0923 0.2 -0.1 -0.2 0.499
N 2.7265 2.0933 -4.2888 0.4 0.0 -0.4 0.663
H 1.1453 1.7645 -5.6710 0.2 -0.4 0.3 0.342
H 2.2435 -1.8999 5.8603 0.0 -0.2 0.3 0.341
H 4.2672 -1.9444 3.3829 0.2 0.2 0.1 0.421
H 1.3499 2.9241 -2.6165 0.0 -0.3 0.2 -0.968
F 2.3989 -8.6106 -0.3255 -0.7 0.6 -0.4 -0.394
H -0.0933 -3.8737 0.4300 0.1 0.0 0.2 0.852
H -0.9297 0.5073 -0.8769 -0.1 0.1 0.0 0.344
H 3.3104 -0.8149 4.2918 -0.2 0.0 0.1 0.473
C -8.6565 -0.8894 2.5431 -0.1 -0.1 -0.1 -0.340
H 0.2967 3.5396 -0.4067 -0.1 0.3 0.2 -0.149
C 0.9761 3.7373 -4.9457 0.1 -0.4 -1.2 -1.329
N 1.0628 -0.1734 0.6561 -0.2 -0.5 0.9 1.154
C -3.6851 1.3668 1.5317 -0.8 -0.1 1.1 -2.237
C 0.0843 -3.2203 -0.4198 0.0 -0.3 -0.4 -0.667
H 1.7181 -0.0610 -2.0324 0.2 -0.6 -0.2 -0.715
F 3.2566 -10.4855 -1.3265 -0.1 0.1 -0.1 -0.392
C 2.9213 -0.8722 2.1623 -0.1 0.7 0.5 -0.371
H 0.7709 -1.7307 4.9277 -0.2 0.0 0.2 0.129
Cl -2.3734 -0.6139 0.5129 2.0 -3.2 -1.5 -0.607
C -2.0852 4.0216 1.3136 -0.3 -0.1 0.0 -1.698
C 1.3796 3.4811 -0.5119 0.0 -0.5 0.0 -0.795
H -0.1451 1.6861 -1.7959 0.9 0.3 -0.2 0.417
C 3.5866 3.1630 -3.8980 -0.1 0.1 -0.1 0.054
Cl -0.5738 -5.7357 -1.4255 0.0 -0.2 0.1 -0.202
H 0.9868 4.5950 -2.2939 0.2 0.3 -0.3 0.905
H 1.2313 0.2589 2.6932 -0.3 0.2 -0.2 -1.476
S 4.8859 3.6362 -4.7608 0.4 0.0 0.0 -0.187
H -1.6207 0.1774 3.0241 0.1 0.0 0.0 0.297
H -3.6777 0.2386 1.6351 -0.7 2.1 0.2 0.536
H 1.8346 4.2596 0.0981 -0.1 0.2 0.0 0.396
H 2.4088 2.7773 -6.2833 0.3 0.2 0.1 0.446
O -0.5119 1.6849 0.9049 1.2 -0.3 1.2 0.061
H 1.8420 -0.2605 -5.4138 -0.1 0.1 0.0 0.266
H 3.4128 -1.0182 -5.4734 0.0 -0.1 -0.1 0.417
F 3.6860 -10.0712 0.8948 -0.1 0.1 0.0 -0.353
H -0.7519 -2.5205 -0.4402 -0.2 0.0 0.2 -0.127
F 4.6519 -8.7590 -0.7248 -0.1 0.1 -0.1 -0.388
C 0.0265 -4.0322 -1.7126 -0.1 1.4 -0.3 -0.600
H 0.9695 -4.0181 -2.2511 0.2 -0.6 0.1 0.665
H -0.6880 -3.5879 -2.3905 -0.3 -0.3 -0.1 0.365
C 1.0999 -1.0093 -0.3153 0.2 0.0 -1.0 0.343
H -8.0879 -0.2948 0.5230 0.1 0.0 0.0 0.260
H -0.0663 1.8993 2.9417 0.3 -0.7 -1.7 -2.442
C 0.0779 0.8649 -1.1273 -2.3 -0.6 0.4 -0.985
S 3.3228 4.0994 -2.4555 -0.2 -0.2 0.0 -0.258
C 0.6321 1.1972 0.2771 -0.1 0.1 -3.9 -0.318
C 3.5527 0.9813 -4.8067 -0.1 -0.3 0.2 -1.112
H -1.8606 1.2697 4.4788 0.1 -0.2 0.2 -0.193
H 4.3977 0.8535 -4.1374 0.0 -0.1 0.1 0.627
H 3.9637 1.2039 -5.7937 -0.1 0.3 -0.1 0.504
H 2.5532 1.5940 -0.6919 -1.0 0.5 0.8 -2.006
C -8.6244 0.0933 1.3900 -0.1 -0.1 -0.1 -0.290
H 1.6472 -3.0207 3.1063 0.1 -0.1 -0.2 0.103
C -0.3641 2.4497 2.0473 -1.1 1.0 0.5 0.965
H 1.8434 -2.7628 0.6925 0.2 0.2 0.1 0.120
H 0.7824 -1.3768 2.3446 -0.1 -0.1 -0.2 0.666
Br 4.0444 0.2730 -1.2921 1.0 -0.8 -0.2 -0.556
O -7.8813 1.1843 1.9423 -0.1 -0.1 0.0 -0.319
H -2.0816 3.5487 0.3352 -0.1 -0.2 0.0 0.224
H -4.7237 1.6935 1.5812 0.1 0.4 0.1 0.198
H -8.6536 -1.9268 2.2204 0.2 0.0 0.1 0.291
H 1.5607 4.6104 -4.6748 -0.2 0.2 0.3 0.331
C 1.5818 -2.4226 5.1750 0.0 0.2 -0.8 -1.184
```
Forces are in eV/Å.

The value obtained for the lowest unoccupied orbital energy is -5.86 eV. Its electronic energy is -6780.40986 Eh. For the largest force on an atom, the calculation gives 4.1 eV/Å. The gap between HOMO and LUMO comes out at 1.267 eV. The charge is 0.

[4]
Computed, not measured: 2 unconnected molecules or ions with the total composition C24H22F2NO, with ωB97M-V/def2-TZVPD.

Structure (XYZ):
```
50
Properties=species:S:1:pos:R:3:forces:R:3:mulliken_charge:R:1
C 2.0226 -3.1095 -1.7776 -0.4 0.3 0.1 -0.520
H -4.7124 4.0344 1.9547 0.0 0.1 -0.1 0.345
C -0.2147 -3.3485 -1.5962 -0.1 -0.6 0.0 1.000
H 3.0042 -2.6669 -1.8609 0.1 -0.5 0.0 0.408
C -2.9758 1.4713 1.0445 0.2 0.0 0.0 -0.736
C -0.8553 3.2268 0.9153 -0.2 0.9 -0.2 -0.711
C -2.1374 3.7178 0.9532 0.7 -0.2 0.1 0.016
C -3.2195 2.8410 1.0210 -0.5 0.5 0.1 1.072
H 0.0251 -6.7488 -1.6358 -0.1 -0.3 0.0 0.357
C -4.5862 3.4164 1.0640 -0.5 -0.2 0.0 -1.543
C -4.4213 -3.0902 -1.2653 -0.1 0.0 -0.1 -0.711
H 6.8025 2.6302 1.0765 -0.1 0.0 0.0 0.383
C 4.4240 1.4673 0.9984 -0.2 0.0 0.0 -0.778
H 6.2027 4.0278 0.1844 -0.1 0.1 0.0 0.341
H 0.7245 0.1901 0.9464 0.0 -0.3 0.0 0.334
C 3.1374 0.9860 0.9684 -0.1 -0.3 0.0 -0.714
O -3.8055 -4.3533 -1.3128 1.5 -0.2 -0.1 -0.437
H -4.0742 -2.5387 -0.3920 0.0 0.3 0.1 0.236
H 5.2583 0.7837 0.9797 0.1 0.0 0.0 0.370
H -1.5195 -0.0742 1.0390 0.0 -0.3 0.0 0.439
C -1.7827 -5.6151 -1.4847 -0.7 0.2 0.1 -0.520
H -5.5001 -3.2262 -1.1817 0.2 -0.2 0.0 0.260
H 2.4173 -5.2234 -1.8261 -0.4 0.7 0.0 0.197
C 0.3709 -4.6280 -1.6496 -0.1 0.5 0.0 -0.551
H -2.0390 -2.2215 -1.4461 -0.1 0.3 0.0 0.417
H -4.2129 -2.5396 -2.1823 0.0 0.2 0.0 0.321
C 3.5874 3.7143 1.0925 -0.7 -0.2 -0.1 0.011
C 6.0383 3.4067 1.0665 0.5 -0.2 0.1 -1.515
C -1.6117 -3.2054 -1.4844 -0.3 -0.3 0.1 -0.241
H -4.7663 4.0473 0.1915 0.1 0.1 0.1 0.346
C -2.4020 -4.3392 -1.4274 -0.4 -0.1 0.0 0.675
H -5.3528 2.6424 1.0816 0.1 0.0 0.0 0.380
C 4.6693 2.8356 1.0520 0.6 0.5 0.0 1.009
H 1.5334 3.9537 1.1799 -0.2 0.3 0.0 0.437
C 0.8494 -2.4109 -1.6784 0.3 0.2 0.1 -1.002
H -3.8104 0.7892 1.0902 -0.1 0.0 0.0 0.368
H 0.7460 -1.3398 -1.6677 0.1 0.1 -0.1 0.575
F -2.3556 5.0571 0.9229 0.2 -1.1 0.0 -0.295
H 2.9657 -0.0749 0.9306 0.0 -0.3 -0.1 0.455
C 2.3037 3.2256 1.0789 0.2 0.9 0.2 -0.684
C 0.7244 1.2687 0.9654 0.0 0.7 0.1 -0.128
C -0.5727 1.8482 0.9691 -0.1 0.0 -0.1 0.931
H -2.4301 -6.4727 -1.4385 -0.1 -0.2 0.0 0.447
C -0.4304 -5.7745 -1.5930 0.5 0.3 0.0 -0.879
C -1.6899 0.9875 1.0212 0.2 -0.3 0.0 -0.663
F 3.8066 5.0529 1.1420 -0.2 -1.1 0.0 -0.296
N 1.7459 -4.4557 -1.7600 0.1 -0.6 0.0 -0.025
H 6.1856 4.0331 1.9482 -0.1 0.1 -0.1 0.341
H -0.0879 3.9534 0.7844 0.2 0.3 0.0 0.487
C 2.0211 1.8483 0.9978 0.0 0.0 0.0 0.989
```
Forces are in eV/Å.

The value obtained for the lowest unoccupied orbital energy is -5.96 eV. Its electronic energy is -1257.19731 Eh. As for the relative energy (zero: lowest compared OMol25 entry of this formula, charge and spin): 7.11 kcal/mol. For the largest force on an atom, the calculation gives 1.5 eV/Å. The gap between HOMO and LUMO comes out at 4.022 eV. The charge is +1.

[5]
Computed, not measured: C12H21NO in the gas phase, with ωB97M-V/def2-TZVPD.

Structure (XYZ):
```
35
Properties=species:S:1:pos:R:3:forces:R:3:mulliken_charge:R:1
H -3.4420 2.7918 -2.6090 -1.0 1.1 0.1 0.371
H 2.0911 1.4611 1.0156 0.1 -1.4 0.2 0.242
C 0.6379 -0.7955 -0.9445 -1.1 -0.9 1.0 -1.015
C -2.7179 2.0288 -2.6299 -0.8 -1.7 -1.4 -1.287
C 0.1999 -2.5356 2.3573 -1.7 1.6 0.6 -1.281
C 1.8314 -0.0633 -1.3578 2.6 -0.8 -1.1 -0.329
C -2.4650 1.5028 -1.3088 -0.6 0.7 2.6 0.990
C -3.6141 1.2340 -0.3569 1.8 0.9 2.2 -1.217
C 2.3618 0.3527 1.0763 0.6 1.5 -0.7 -0.932
H 1.6546 0.9387 -1.7948 0.0 -0.4 0.7 0.200
H -1.7945 2.4435 -3.0419 -0.3 -0.5 -0.6 0.351
O -0.9936 1.3219 1.5033 0.3 -1.0 -2.8 -0.664
H 1.8856 -2.5245 1.1126 0.9 -0.6 -0.9 0.415
H 2.1790 -0.6841 -2.1666 0.8 0.1 -0.9 0.380
H 0.7176 -0.0741 2.3642 0.0 0.1 -0.9 0.362
H 3.1735 0.2527 1.7463 0.7 0.0 1.4 0.464
H 0.8475 -1.8512 -0.6982 0.4 0.3 -0.3 0.394
H 2.1566 -1.9260 2.7980 -0.4 0.4 -1.5 0.267
C -1.2206 1.4055 -0.9055 2.3 -1.4 -0.7 -0.437
H -0.4505 1.5549 -1.7027 -0.5 0.0 0.9 -0.123
C 2.9283 -0.1052 -0.2386 -2.1 -1.5 -0.5 -0.949
H -3.2401 1.1522 -3.1574 1.1 1.3 -0.2 0.277
H 0.3371 -3.5313 2.6812 0.1 -1.1 0.5 0.492
H -0.6443 -2.5389 1.6222 0.8 0.1 0.3 0.245
H -4.1991 2.1576 -0.1149 0.3 -0.9 -0.5 0.275
H 3.7649 0.3785 -0.5317 2.3 2.9 -1.0 0.581
H -4.1737 0.4375 -0.7180 -1.7 -1.1 -0.9 0.405
C 1.4918 -1.9115 1.8743 -1.1 0.2 1.0 -0.493
H -3.2202 0.8416 0.6459 -0.4 0.8 -1.4 0.255
C 1.1717 -0.4859 1.4330 -0.4 1.8 1.6 -0.190
H 3.4995 -1.0501 -0.1357 -1.4 -0.6 0.0 0.345
H -0.1269 -0.9051 -1.7322 -0.1 0.7 0.6 0.407
H -0.1635 -1.8947 3.2298 0.3 -1.0 -1.0 0.272
C -0.7084 0.8245 0.3696 0.9 0.5 3.7 0.685
N 0.2444 -0.2031 0.3156 -2.9 -0.1 0.0 0.242
```
Forces are in eV/Å.

As for the SMILES: CC[C@H]1CCCCN1C(=O)C=C(C)C. The value obtained for the lowest unoccupied orbital energy is 0.82 eV. Its electronic energy is -599.77274 Eh. As for the relative energy (zero: lowest compared OMol25 entry of this formula, charge and spin): 56.02 kcal/mol. For the largest force on an atom, the calculation gives 3.8 eV/Å. The gap between HOMO and LUMO comes out at 9.539 eV. The charge is 0.